No. 1
Density functional theory data (the ωB97M-V functional and the def2-TZVPD basis) for a cluster of 3 separate species, C27H54IN5O4 in total.

Atoms and positions in Å:
C1 0.77 -4.01 -0.61
C2 0.60 -3.46 -2.02
I1 0.50 -5.09 -3.44
C3 -0.57 -2.49 -2.25
C4 -1.75 -2.58 -1.29
C5 -3.11 -2.22 -1.91
C6 -3.98 -2.04 -0.66
C7 -4.66 -3.29 -0.13
C8 -5.86 -3.79 -0.98
N1 -5.49 -4.82 -1.95
N2 -6.86 -4.29 -0.02
N3 -6.44 -2.70 -1.77
O1 -3.04 -1.55 0.34
C9 -1.78 -1.59 -0.15
O2 -0.92 -0.86 0.25
H1 1.43 -4.88 -0.61
H2 1.25 -3.25 0.02
H3 -0.17 -4.32 -0.15
H4 1.53 -2.95 -2.29
H5 -0.19 -1.46 -2.23
H6 -0.98 -2.63 -3.26
H7 -1.88 -3.59 -0.88
H8 -3.48 -2.96 -2.62
H9 -3.02 -1.24 -2.40
H10 -4.71 -1.24 -0.80
H11 -3.93 -4.11 -0.06
H12 -5.01 -3.11 0.89
H13 -5.43 -4.43 -2.88
H14 -4.59 -5.24 -1.74
H15 -7.52 -4.86 -0.55
H16 -6.41 -4.94 0.62
H17 -6.91 -2.07 -1.13
H18 -7.18 -3.10 -2.34
C10 0.38 2.11 5.99
C11 1.35 2.19 4.79
C12 0.61 2.01 3.46
C13 0.21 0.57 3.15
C14 1.40 -0.38 3.29
C15 2.07 -0.28 4.67
N4 2.43 1.16 4.90
O3 3.53 1.51 4.32
C16 1.15 -0.83 5.76
C17 3.36 -1.09 4.70
C18 2.01 3.57 4.81
H19 0.80 1.54 6.81
H20 0.17 3.11 6.37
H21 -0.58 1.66 5.72
H22 1.26 2.37 2.65
H23 -0.27 2.65 3.46
H24 -0.62 0.25 3.78
H25 -0.16 0.51 2.12
H26 1.10 -1.41 3.13
H27 2.14 -0.14 2.52
H28 1.59 -0.70 6.74
H29 1.02 -1.90 5.59
H30 0.16 -0.38 5.76
H31 4.04 -0.80 3.91
H32 3.10 -2.15 4.57
H33 3.87 -0.98 5.65
H34 2.61 3.70 5.71
H35 1.22 4.32 4.80
H36 2.65 3.72 3.94
C19 1.54 2.99 -1.16
C20 2.23 2.03 -2.16
C21 3.62 2.54 -2.54
C22 3.62 3.71 -3.52
C23 2.75 3.41 -4.74
C24 1.32 3.01 -4.36
N5 1.40 1.86 -3.40
O4 1.60 0.73 -3.99
C25 0.56 4.21 -3.77
C26 0.55 2.55 -5.59
C27 2.36 0.67 -1.48
H37 0.49 3.13 -1.39
H38 1.58 2.57 -0.15
H39 2.01 3.97 -1.12
H40 4.18 1.71 -2.99
H41 4.15 2.81 -1.63
H42 3.29 4.63 -3.02
H43 4.64 3.90 -3.85
H44 2.70 4.28 -5.40
H45 3.20 2.59 -5.31
H46 -0.43 3.91 -3.44
H47 0.45 4.96 -4.56
H48 1.07 4.69 -2.94
H49 1.06 1.74 -6.10
H50 0.45 3.39 -6.28
H51 -0.45 2.20 -5.31
H52 1.38 0.25 -1.26
H53 2.89 0.81 -0.54
H54 2.92 -0.04 -2.08

- Gap between HOMO and LUMO (alpha / beta): 8.39 / 9.60 eV
- Highest occupied orbital energy (alpha / beta): -7.90 / -9.11 eV
- Calculated total energy: -1933.52871 hartree
- Total charge: 0
- Spin multiplicity: 3
- E_LUMO (alpha / beta): 0.487 / 0.483 eV

No. 2
Density functional theory data (the ωB97M-V functional and the def2-TZVPD basis) for the molecule C6H8S2.

Atoms and positions in Å:
C1 0.43 1.47 0.85
C2 0.43 -0.09 0.92
C3 -0.85 -1.01 0.57
C4 -1.55 -0.71 -0.79
C5 -2.56 -0.46 -1.61
C6 1.32 -0.49 -0.30
H1 1.48 1.91 0.54
H2 0.32 2.13 1.96
H3 -0.29 1.65 0.12
H4 1.01 -0.66 1.80
H5 -1.72 -0.43 1.25
H6 -0.35 -1.99 0.87
H7 -3.59 -0.24 -2.13
H8 2.25 -0.04 -2.31
S1 1.73 0.93 -1.33
S2 1.94 -1.96 -0.42

- Gap between HOMO and LUMO: 8.52 eV
- Highest occupied orbital energy: -8.70 eV
- Energy relative to the best compared isomer or geometry (same formula, charge and spin): 6.1697 eV
- Structure (SMILES): C#CC[C@H](C)C(=S)S
- Calculated total energy: -1029.56434 hartree
- Total charge: 0
- E_LUMO: -0.174 eV

No. 3
Density functional theory data (the ωB97M-V functional and the def2-TZVPD basis) for a structure of composition C23H36O2ReSSi2.

Atoms and positions in Å:
Re1 -0.64 -0.38 0.77
C1 -1.47 1.65 3.92
C2 -1.98 0.76 2.83
C3 -1.70 -0.63 2.84
C4 -2.42 -1.52 2.00
C5 -2.37 -3.00 2.22
C6 -3.31 -0.98 1.07
C7 -3.50 0.40 0.94
C8 -4.38 0.95 -0.12
C9 -2.83 1.25 1.83
H1 -0.57 2.18 3.61
H2 -1.25 1.08 4.82
H3 -2.22 2.39 4.17
H4 -1.15 -1.05 3.68
H5 -2.35 -3.56 1.29
H6 -3.28 -3.31 2.75
H7 -1.53 -3.30 2.85
H8 -3.88 -1.64 0.44
H9 -3.77 1.24 -0.99
H10 -4.90 1.85 0.22
H11 -5.11 0.22 -0.46
H12 -3.04 2.31 1.79
O1 0.91 -0.27 -7.66
C10 -0.30 -0.19 -7.12
O2 -1.29 -0.16 -7.79
C11 -0.41 -0.17 -5.61
C12 -1.61 0.33 -5.11
C13 -1.91 0.21 -3.77
C14 -0.99 -0.38 -2.91
S1 -1.61 -0.71 -1.31
C15 0.23 -0.85 -3.39
C16 0.51 -0.74 -4.74
H13 1.66 -0.22 -7.05
H14 -2.32 0.78 -5.79
H15 -2.87 0.54 -3.40
H16 0.92 -1.34 -2.71
H17 1.43 -1.18 -5.09
C17 1.54 -3.06 1.80
Si1 2.49 -1.49 2.24
C18 4.29 -1.43 1.69
C19 1.98 -0.30 3.63
C20 1.24 -0.08 0.30
Si2 2.04 1.71 0.09
C21 3.94 1.70 0.06
C22 1.31 2.73 1.52
C23 1.23 2.20 -1.57
H18 1.35 -3.68 2.68
H19 2.11 -3.67 1.11
H20 0.57 -2.85 1.33
H21 4.83 -2.25 2.15
H22 4.78 -0.51 1.98
H23 4.39 -1.55 0.61
H24 1.77 -0.83 4.55
H25 1.10 0.28 3.36
H26 2.78 0.40 3.85
H27 1.88 -0.79 -0.24
H28 4.36 1.78 1.06
H29 4.29 2.56 -0.50
H30 4.36 0.82 -0.42
H31 1.79 2.52 2.48
H32 0.24 2.54 1.61
H33 1.44 3.79 1.33
H34 1.57 1.58 -2.39
H35 1.47 3.23 -1.81
H36 0.15 2.11 -1.51

- Gap between HOMO and LUMO (alpha / beta): 5.94 / 6.35 eV
- Highest occupied orbital energy (alpha / beta): -13.94 / -14.22 eV
- Calculated total energy: -2103.30504 hartree
- Total charge: +2
- Spin multiplicity: 2
- E_LUMO (alpha / beta): -7.991 / -7.879 eV

No. 4
Density functional theory data (the ωB97M-V functional and the def2-TZVPD basis) for a cluster of 2 separate species, C7H6N3O in total.

Atoms and positions in Å:
C1 1.23 -1.03 0.32
C2 0.42 -0.41 1.16
C3 1.70 -0.55 -0.96
C4 -0.41 0.69 1.01
C5 1.97 0.71 -1.22
C6 -0.91 1.16 -0.18
C7 2.15 2.00 -1.43
N1 -1.29 1.32 -1.25
N2 -4.14 -2.15 1.95
N3 -4.43 -2.07 0.88
O1 -4.66 -2.08 -0.25
H1 1.78 -1.87 0.64
H2 0.45 -0.72 2.22
H3 2.13 -1.37 -1.70
H4 -0.68 1.26 1.86
H5 3.12 2.40 -1.13
H6 1.57 2.72 -1.91

- Gap between HOMO and LUMO: 5.65 eV
- Highest occupied orbital energy: -2.04 eV
- Energy relative to the best compared isomer or geometry (same formula, charge and spin): 2.7785 eV
- Calculated total energy: -509.69995 hartree
- Total charge: -1
- E_LUMO: 3.605 eV

No. 5
Density functional theory data (the ωB97M-V functional and the def2-TZVPD basis) for a cluster of 23 separate species, C62H134N10O46 in total.

Atoms and positions in Å:
C1 -0.09 5.04 -0.44
N1 -1.51 5.41 -0.11
O1 -2.18 5.90 -0.99
O2 -1.83 5.09 1.03
H1 -0.05 3.96 -0.61
H2 0.69 5.19 0.30
H3 0.28 5.51 -1.35
C2 1.01 -4.82 -3.33
N2 1.24 -3.52 -4.00
O3 0.86 -3.47 -5.15
O4 1.67 -2.53 -3.39
H4 0.05 -5.32 -3.43
H5 1.12 -4.65 -2.26
H6 1.85 -5.51 -3.45
C3 -1.81 2.39 4.19
N3 -3.22 2.61 4.58
O5 -3.75 3.61 4.18
O6 -3.80 1.79 5.27
H7 -1.28 1.56 4.67
H8 -1.28 3.26 4.58
H9 -1.82 2.25 3.11
C4 -4.04 5.53 -4.25
N4 -3.37 4.46 -5.07
O7 -3.01 4.78 -6.22
O8 -3.19 3.37 -4.58
H10 -3.39 5.72 -3.40
H11 -5.00 5.23 -3.83
H12 -4.21 6.40 -4.89
C5 5.04 -3.19 -2.58
N5 6.24 -2.36 -2.30
O9 6.17 -1.63 -1.31
O10 7.17 -2.42 -3.12
H13 4.65 -3.36 -1.58
H14 5.44 -4.15 -2.92
H15 4.40 -2.68 -3.30
C6 -2.54 -2.37 5.90
N6 -1.61 -1.30 5.44
O11 -1.04 -1.41 4.33
O12 -1.36 -0.46 6.28
H16 -1.91 -3.25 6.06
H17 -3.33 -2.43 5.15
H18 -3.00 -2.07 6.84
C7 5.83 2.05 -1.44
N7 4.80 2.17 -0.33
O13 4.92 1.48 0.68
O14 3.96 3.05 -0.38
H19 6.21 1.06 -1.69
H20 6.64 2.69 -1.09
H21 5.33 2.44 -2.33
C8 0.37 0.66 -3.70
N8 0.83 1.99 -3.26
O15 1.75 1.96 -2.52
O16 0.11 2.96 -3.64
H22 0.26 -0.06 -2.89
H23 1.03 0.37 -4.53
H24 -0.63 0.58 -4.13
C9 4.34 -8.09 -1.61
N9 4.40 -6.62 -1.31
O17 3.44 -5.86 -1.49
O18 5.50 -6.22 -0.92
H25 5.25 -8.42 -1.12
H26 4.45 -8.08 -2.69
H27 3.41 -8.46 -1.17
C10 -3.46 -1.40 -6.06
N10 -2.22 -0.63 -6.23
O19 -2.24 0.54 -6.44
O20 -1.18 -1.30 -6.22
H28 -4.25 -0.72 -5.75
H29 -3.35 -2.32 -5.48
H30 -3.68 -1.75 -7.07
O21 4.79 1.86 4.38
C11 4.13 1.08 5.10
O22 3.87 1.24 6.35
C12 4.18 2.45 7.13
C13 2.95 2.52 8.12
C14 3.57 -0.18 4.59
H31 4.22 3.35 6.52
H32 5.08 2.24 7.70
H33 2.90 1.52 8.54
H34 1.94 2.66 7.74
H35 3.02 3.26 8.92
H36 2.83 -0.67 5.23
H37 4.41 -0.82 4.33
H38 2.99 0.12 3.72
O23 -7.56 7.15 -0.22
C15 -7.70 6.03 -0.70
O24 -7.12 4.89 -0.17
C16 -6.73 4.80 1.22
C17 -5.24 4.79 1.22
C18 -8.14 5.87 -2.20
H39 -7.14 3.89 1.65
H40 -7.20 5.60 1.81
H41 -4.83 4.03 0.56
H42 -4.97 4.75 2.28
H43 -4.96 5.77 0.85
H44 -7.22 6.09 -2.74
H45 -8.84 6.69 -2.42
H46 -8.20 4.81 -2.43
O25 -4.10 -0.75 -3.20
C19 -5.12 -0.70 -2.51
O26 -6.08 0.21 -2.58
C20 -6.13 1.21 -3.55
C21 -7.07 2.37 -3.12
C22 -5.24 -1.77 -1.40
H47 -6.40 0.78 -4.52
H48 -5.23 1.77 -3.81
H49 -6.86 2.94 -2.22
H50 -8.06 1.98 -2.91
H51 -7.24 3.00 -4.01
H52 -5.87 -2.55 -1.83
H53 -5.66 -1.33 -0.50
H54 -4.19 -2.07 -1.28
O27 -0.63 0.74 1.13
C23 -0.47 0.27 -0.01
O28 0.71 -0.20 -0.44
C24 1.74 -0.41 0.47
C25 2.88 -0.99 -0.23
C26 -1.59 0.24 -1.05
H55 1.44 -0.93 1.38
H56 2.17 0.57 0.69
H57 2.87 -2.08 -0.27
H58 3.80 -0.69 0.26
H59 3.02 -0.70 -1.28
H60 -1.57 1.15 -1.66
H61 -2.53 0.26 -0.51
H62 -1.53 -0.70 -1.61
O29 -0.68 6.36 5.84
C27 0.02 5.41 6.27
O30 0.81 4.63 5.55
C28 0.96 4.79 4.15
C29 1.80 3.68 3.56
C30 -0.12 4.95 7.73
H63 1.52 5.70 3.95
H64 0.04 4.83 3.59
H65 2.84 3.64 3.86
H66 1.84 3.67 2.47
H67 1.46 2.66 3.73
H68 0.83 4.48 7.96
H69 -0.89 4.19 7.85
H70 -0.18 5.83 8.37
O31 -9.79 0.54 0.82
C31 -8.66 0.33 0.47
O32 -8.13 -0.90 0.24
C32 -8.89 -2.01 0.38
C33 -8.08 -3.23 0.43
C34 -7.63 1.52 0.33
H71 -9.59 -2.09 -0.45
H72 -9.56 -1.99 1.24
H73 -7.29 -3.15 1.18
H74 -7.61 -3.40 -0.54
H75 -8.72 -4.10 0.57
H76 -7.15 1.80 1.27
H77 -8.16 2.39 -0.03
H78 -6.82 1.32 -0.37
O33 8.51 6.34 1.93
C35 7.90 7.32 1.42
O34 6.84 7.31 0.51
C36 6.48 6.03 -0.03
C37 5.32 5.50 0.85
C38 8.52 8.70 1.60
H79 7.27 5.27 -0.03
H80 6.26 6.18 -1.09
H81 4.36 5.73 0.39
H82 5.26 5.88 1.86
H83 5.28 4.41 0.94
H84 7.83 9.52 1.80
H85 9.26 8.85 0.81
H86 9.08 8.61 2.53
O35 3.76 3.98 -6.80
C39 3.53 2.88 -6.23
O36 2.47 2.06 -6.31
C40 1.42 2.20 -7.26
C41 0.39 3.15 -6.76
C42 4.23 2.55 -4.88
H87 0.98 1.21 -7.36
H88 1.90 2.37 -8.22
H89 0.89 3.98 -6.26
H90 -0.29 2.60 -6.10
H91 -0.13 3.49 -7.66
H92 3.73 2.88 -3.98
H93 5.13 3.17 -4.96
H94 4.49 1.50 -4.77
O37 7.94 -1.95 1.62
C43 7.03 -1.49 2.37
O38 5.85 -2.10 2.53
C44 5.58 -3.44 2.11
C45 4.08 -3.70 2.11
C46 7.09 -0.09 2.93
H95 6.07 -4.10 2.82
H96 5.92 -3.64 1.10
H97 3.64 -3.91 3.09
H98 3.78 -4.48 1.41
H99 3.58 -2.77 1.84
H100 8.13 0.13 3.15
H101 6.58 -0.10 3.90
H102 6.54 0.64 2.33
O39 0.24 -3.32 1.89
C47 -0.62 -4.10 2.28
O40 -1.85 -4.17 1.80
C48 -2.36 -3.40 0.76
C49 -1.86 -3.82 -0.60
C50 -0.35 -5.27 3.24
H103 -2.32 -2.32 0.90
H104 -3.44 -3.44 0.88
H105 -0.79 -3.97 -0.65
H106 -2.05 -2.97 -1.25
H107 -2.43 -4.68 -0.95
H108 0.41 -4.80 3.87
H109 -0.02 -6.13 2.66
H110 -1.20 -5.58 3.86
O41 4.02 -7.03 1.51
C51 2.96 -7.70 1.70
O42 2.76 -8.55 2.70
C52 3.79 -8.83 3.54
C53 4.55 -10.12 2.90
C54 1.68 -7.39 0.84
H111 3.32 -9.12 4.48
H112 4.47 -7.98 3.63
H113 5.30 -9.79 2.19
H114 3.90 -10.74 2.29
H115 4.90 -10.79 3.68
H116 1.59 -6.31 0.74
H117 0.90 -7.94 1.36
H118 1.73 -7.79 -0.17
O43 -5.54 -2.20 3.21
C55 -6.16 -1.14 3.10
O44 -7.47 -0.88 3.09
C56 -8.43 -1.82 3.62
C57 -9.77 -1.14 3.83
C58 -5.39 0.04 2.47
H119 -8.09 -2.20 4.58
H120 -8.34 -2.67 2.94
H121 -9.56 -0.26 4.44
H122 -10.45 -1.78 4.40
H123 -10.34 -0.88 2.94
H124 -5.84 0.95 2.85
H125 -5.54 0.01 1.39
H126 -4.31 -0.03 2.63
O45 2.76 -3.59 -8.08
C59 3.22 -2.83 -7.22
O46 4.21 -3.12 -6.34
C60 4.86 -4.41 -6.38
C61 4.18 -5.48 -5.50
C62 2.75 -1.38 -7.16
H127 5.86 -4.26 -5.96
H128 5.09 -4.76 -7.38
H129 4.55 -5.49 -4.47
H130 4.66 -6.42 -5.78
H131 3.10 -5.44 -5.44
H132 1.68 -1.21 -7.21
H133 3.24 -0.73 -7.89
H134 3.09 -0.95 -6.21

- Gap between HOMO and LUMO: 9.04 eV
- Highest occupied orbital energy: -9.44 eV
- Calculated total energy: -6450.30610 hartree
- Total charge: 0
- E_LUMO: -0.399 eV

No. 6
Density functional theory data (the ωB97M-V functional and the def2-TZVPD basis) for a cluster of 2 separate species, C4H11NO in total.

Atoms and positions in Å:
C1 -0.78 1.07 0.69
C2 0.55 0.36 1.00
C3 1.63 0.57 -0.01
C4 2.63 -0.28 -0.24
N1 -1.88 0.10 0.55
H1 -0.69 1.66 -0.22
H2 -1.00 1.81 1.47
H3 0.39 -0.71 1.12
H4 0.85 0.65 2.02
H5 1.52 1.42 -0.67
H6 2.82 -1.21 0.27
H7 3.33 -0.03 -1.02
H8 -2.65 0.29 1.18
H9 -2.28 0.16 -0.37
H10 -0.77 -1.87 -1.57
H11 -2.22 -2.23 -1.93
O1 -1.45 -1.77 -2.26

- Gap between HOMO and LUMO: 10.31 eV
- Highest occupied orbital energy: -9.28 eV
- Energy relative to the best compared isomer or geometry (same formula, charge and spin): 1.6259 eV
- Structure (SMILES): C=CCCN.O
- Calculated total energy: -288.95726 hartree
- Total charge: 0
- E_LUMO: 1.031 eV

No. 7
Density functional theory data (the ωB97M-V functional and the def2-TZVPD basis) for a cluster of 2 separate species, H3NOPS in total.

Atoms and positions in Å:
N1 1.94 -0.38 0.82
O1 -3.69 0.80 -0.71
P1 -2.75 0.02 0.14
S1 2.87 0.55 -0.19
H1 1.00 -0.38 0.43
H2 2.44 -1.17 1.16
H3 -1.43 0.84 0.35

- Gap between HOMO and LUMO (alpha / beta): 6.15 / 2.77 eV
- Highest occupied orbital energy (alpha / beta): -2.99 / -1.04 eV
- Energy relative to the best compared isomer or geometry (same formula, charge and spin): 1.9776 eV
- Calculated total energy: -871.29125 hartree
- Total charge: -1
- E_LUMO (alpha / beta): 3.159 / 1.732 eV

No. 8
Density functional theory data (the ωB97M-V functional and the def2-TZVPD basis) for the molecule C5H13NOS.

Atoms and positions in Å:
C1 0.24 2.45 0.28
O1 0.80 3.27 -0.74
C2 -0.33 1.09 -0.30
C3 -0.10 -0.07 0.64
C4 -0.71 -1.32 -0.04
S1 -0.26 -2.93 0.83
C5 1.45 -3.23 0.32
N1 -1.79 1.40 -0.29
H1 -0.49 3.11 0.75
H2 1.04 2.15 0.97
H3 0.85 2.86 -1.61
H4 0.01 0.97 -1.32
H5 -0.62 0.02 1.60
H6 0.98 -0.12 0.82
H7 -1.79 -1.26 -0.09
H8 -0.29 -1.38 -1.06
H9 1.57 -4.31 0.42
H10 2.12 -2.63 0.95
H11 1.73 -3.04 -0.72
H12 -2.04 2.29 -0.69
H13 -2.38 0.69 -0.70

- Gap between HOMO and LUMO: 9.44 eV
- Highest occupied orbital energy: -8.61 eV
- Energy relative to the best compared isomer or geometry (same formula, charge and spin): 1.3923 eV
- Structure (SMILES): CSCC[C@@H](N)CO
- Calculated total energy: -726.44994 hartree
- Total charge: 0
- E_LUMO: 0.835 eV